1.
The following is a DFT calculation (ωB97M-V/def2-TZVPD) of a molecular structure, C21H24N5Pb.

## Properties
Charge ... +3
2S+1 ... 1
E_HOMO ... -0.6763 Ha
Kohn-Sham gap ... 7.767 eV

```
51
Properties=species:S:1:pos:R:3:forces:R:3:mulliken_charge:R:1
Pb -2.41172 -1.44385 -17.81877 0.72 -0.65 -0.48 2.453
N -1.90796 0.10382 -19.40056 0.43 -1.25 0.68 -0.271
N -4.58946 -2.02491 -18.39160 0.01 0.34 -0.53 -0.393
N -4.88703 -2.55268 -17.10580 -0.10 -0.33 0.70 -0.360
N -0.87266 -2.32738 -19.21758 -0.17 -1.14 0.62 -0.063
N -1.88409 -3.56503 -17.13035 -0.08 1.25 0.08 -0.059
C -1.04516 -4.29932 -17.87782 -0.36 0.33 -0.57 0.640
C -3.50636 0.09082 -15.19325 1.15 -0.43 -2.90 0.114
C -0.89217 0.49691 -21.50573 -0.72 1.54 -0.17 -0.545
C -0.48313 -1.63761 -20.26421 -0.27 1.54 -0.58 0.772
C -1.59233 1.75032 -21.55116 0.16 -1.04 1.43 -0.491
C -2.42887 2.13525 -20.46290 1.45 -1.19 -0.90 -0.863
C 0.28541 -4.23020 -20.05010 -0.08 -0.48 1.04 -0.646
C 0.75368 -3.49551 -21.10244 -0.29 0.92 -0.49 -0.909
C -3.78462 2.37755 -14.50248 -0.99 0.08 0.20 -1.462
C -1.10883 -0.28928 -20.41025 0.22 -0.31 0.09 0.627
C -3.04306 0.52810 -12.90565 0.25 1.33 -0.40 -1.460
C -5.46169 0.54796 -13.98768 -0.89 1.79 1.79 -1.470
C -2.47992 -4.05000 -16.05873 -0.71 -0.99 0.97 0.200
C -3.11660 -0.35035 -16.28090 -0.50 0.71 2.18 -2.040
C -1.54654 -6.18707 -16.53208 0.57 -0.72 -0.47 -0.467
C -3.95054 0.86603 -14.08157 -0.73 0.74 -0.99 1.861
C -2.49407 1.27139 -19.35062 -1.39 2.43 -0.97 0.258
C -2.39667 -5.41448 -15.78839 0.58 0.85 0.35 -0.901
C 0.38698 -2.15772 -21.18077 1.10 0.58 -1.88 -0.677
C -0.83525 -5.61826 -17.60206 0.28 -0.78 0.04 -0.480
C -0.48994 -3.60066 -19.06399 0.13 -0.68 -0.32 0.559
H -2.85047 -5.80809 -14.90977 -0.49 -0.24 0.41 0.439
H -3.02464 1.50363 -12.36930 0.46 -1.20 0.41 0.390
H -2.06938 0.26403 -13.33941 0.08 0.47 0.56 0.397
H -5.09677 -1.81989 -16.43435 -0.03 0.16 -0.23 0.095
H -3.05407 -3.41129 -15.36936 0.36 -0.08 -0.75 0.428
H 0.57385 -5.27563 -20.01340 -0.27 0.11 0.32 0.344
H -4.31287 2.57014 -15.46106 -0.04 -0.09 0.73 0.368
H -3.36448 -0.32468 -12.34791 -0.43 -0.25 0.65 0.390
H -5.22556 -1.26456 -18.66852 0.20 -0.15 -0.04 0.334
H -2.97567 3.05844 -20.50504 -0.04 0.26 0.18 0.465
H -0.13581 -6.19272 -18.22076 -0.39 0.11 0.49 0.387
H -5.67559 -3.15813 -17.19636 -0.73 -0.45 0.20 0.319
H 1.31583 -3.93052 -21.91451 0.26 -0.15 0.13 0.490
H -1.40968 -7.23577 -16.25670 0.01 0.30 -0.27 0.462
H -1.39613 2.39472 -22.38652 -0.29 0.30 -0.26 0.492
H -0.21649 0.16343 -22.30069 -0.46 0.45 0.29 0.324
H -5.97326 0.81231 -14.95347 0.41 -0.54 0.93 0.356
H -2.75935 2.67514 -14.70025 0.24 -0.11 0.45 0.393
H -5.55326 -0.50154 -13.67354 -0.51 0.35 -0.20 0.431
H -3.10166 1.60498 -18.47318 0.65 -0.76 -0.60 0.307
H -4.24889 2.98956 -13.66783 0.66 -0.56 -1.10 0.427
H -4.75048 -2.79762 -19.03722 0.28 0.19 -0.26 0.327
H 0.78943 -1.54088 -22.03469 -0.65 -0.79 1.14 0.337
H -5.94241 1.26273 -13.15912 0.98 -1.74 -1.71 0.372
```
Positions in Å, forces in eV/Å.

2.
The following is a DFT calculation (ωB97M-V/def2-TZVPD) of 2 unconnected molecules or ions with the total composition C2HNO3.

## Properties
Charge ... 0
2S+1 ... 1
E_HOMO (alpha / beta) ... -0.3159 / -0.3159 Ha
Kohn-Sham gap (alpha / beta) ... 7.569 / 7.569 eV

```
7
Properties=species:S:1:pos:R:3:forces:R:3:nbo_charge:R:1
O 1.37994 -1.59479 -0.72211 -0.71 2.17 0.12 -0.456
O -1.31620 0.49894 -1.02671 0.19 0.14 -0.06 -0.456
O -1.37966 0.87828 1.88136 0.28 -0.43 -0.75 -0.177
N -0.68280 0.01981 1.55394 0.19 0.23 -0.64 0.188
C -0.41701 0.04932 -0.41931 -1.53 -0.65 1.49 0.472
C 0.93019 -0.46463 -0.67401 1.36 0.82 0.17 0.304
H 1.48555 0.61306 -0.59316 0.22 -2.28 -0.33 0.126
```
Positions in Å, forces in eV/Å.

3.
The following is a DFT calculation (ωB97M-V/def2-TZVPD) of 2 unconnected molecules or ions with the total composition C3HN3O.

## Properties
Charge ... 0
2S+1 ... 1
E_HOMO ... -0.4161 Ha
Kohn-Sham gap ... 10.460 eV

```
8
Properties=species:S:1:pos:R:3:forces:R:3:nbo_charge:R:1
O 1.70135 -2.09912 0.05909 -0.14 0.40 0.11 -0.273
N -2.74357 -1.18210 0.23568 -1.73 -2.51 0.64 -0.292
N 1.24003 2.58078 -0.23630 -0.20 -3.21 0.83 -0.227
N 1.33672 -0.97851 0.10366 0.11 -1.21 -0.12 0.309
C 1.12941 1.42972 -0.00110 -0.32 2.88 -0.86 0.177
C -2.01641 -0.38756 -0.08482 1.83 3.76 -0.52 0.052
C 0.83247 0.07338 0.14071 0.99 1.10 0.09 0.017
H -1.48001 0.56342 -0.21691 -0.54 -1.20 -0.18 0.237
```
Positions in Å, forces in eV/Å.

4.
The following is a DFT calculation (ωB97M-V/def2-TZVPD) of a molecular structure, C9H14CoN7S.

## Properties
Charge ... +1
2S+1 ... 4
E_HOMO (alpha / beta) ... -0.4547 / -0.4652 Ha
Expectation value of S² ... 3.760
Kohn-Sham gap (alpha / beta) ... 9.479 / 9.015 eV

```
32
Properties=species:S:1:pos:R:3:forces:R:3:lowdin_spin:R:1
Co -6.56467 9.13482 5.16861 -0.20 0.99 0.03 2.635
S -5.33154 8.36546 3.43094 0.54 -0.63 -0.07 0.067
N -6.32397 7.42150 6.27053 -0.22 -0.92 0.65 0.049
N -4.11940 5.95395 4.01319 0.23 0.19 -0.93 0.004
N -4.00522 4.99050 4.95863 -0.60 0.88 0.53 0.000
N -6.99108 11.02644 7.61307 0.40 -1.35 -1.86 0.051
N -5.42879 6.63034 5.54381 1.50 -2.42 1.07 0.006
N -8.41946 9.39510 4.65269 -1.95 0.65 -0.88 0.062
N -8.85015 10.14355 3.55763 0.64 -0.06 0.37 0.006
C -4.76105 5.40568 5.92152 -0.61 -0.33 0.19 0.002
C -9.40534 9.49823 5.57336 -0.93 0.55 -2.34 0.017
C -4.94188 6.95226 4.32252 -0.20 0.66 -0.58 0.014
C -10.73002 11.48497 2.73987 -1.03 1.11 0.17 0.002
C -6.75855 10.37633 6.66131 0.32 1.85 2.38 0.057
C -4.84456 4.60821 7.19188 0.31 -0.89 -0.93 0.001
C -9.44430 8.67105 6.78423 0.82 -0.16 0.04 0.001
C -10.45901 10.30185 5.05040 0.67 -0.18 0.30 0.004
C -10.05910 10.72387 3.79819 1.07 -1.53 -0.04 0.013
H -10.24315 12.48177 2.67626 -0.45 -0.49 -0.20 0.001
H -3.59484 5.82569 3.15583 -0.21 0.34 0.07 0.000
H -10.44623 8.65675 7.17505 -0.23 -0.19 0.29 0.000
H -6.03172 7.54899 7.24394 0.70 0.36 -0.35 0.003
H -8.74020 9.06393 7.50475 -0.05 0.17 0.50 0.000
H -11.80469 11.62702 3.03994 1.06 -0.03 -0.52 0.000
H -10.67646 10.97727 1.76859 -0.04 0.18 0.26 0.000
H -7.21191 6.93494 6.41270 0.03 -0.18 -0.64 0.002
H -3.95214 4.82225 7.77089 -0.03 0.15 0.33 0.000
H -11.41496 10.52303 5.50553 0.23 -0.04 0.06 0.000
H -9.10273 7.66460 6.52121 -0.43 -0.07 0.12 0.000
H -8.28975 10.18256 2.67720 -0.76 -0.06 1.40 0.001
H -5.74026 4.78535 7.76416 -0.24 0.02 0.22 0.000
H -4.75836 3.51000 6.90557 -0.32 1.44 0.35 0.000
```
Positions in Å, forces in eV/Å.

5.
The following is a DFT calculation (ωB97M-V/def2-TZVPD) of a gas-phase ion, C3H8N3S (charge +1).

## Properties
Charge ... +1
2S+1 ... 1
E_HOMO ... -0.4655 Ha
Kohn-Sham gap ... 8.658 eV

```
15
Properties=species:S:1:pos:R:3:forces:R:3:nbo_charge:R:1
S -2.87906 0.60651 0.31257 1.71 0.18 2.13 0.157
N -0.71644 -1.52796 0.59923 -0.08 0.68 -0.03 -0.835
N 0.34010 0.57559 0.30510 -1.59 2.55 0.94 -0.551
N 2.64362 0.88946 0.29979 -1.24 -0.75 -0.17 -0.689
C -0.93160 -0.18950 0.18162 -1.46 0.43 -1.10 0.300
C 1.57261 0.17354 0.09795 -1.58 -0.17 -0.59 0.406
C -1.85894 0.16640 -1.01595 1.76 -1.19 0.12 -0.584
H -2.18282 -0.71583 -1.50810 -0.25 -0.74 -0.75 0.224
H -1.25639 -2.09895 0.01549 -0.67 -1.19 -1.44 0.383
H 0.16143 1.59119 0.52106 0.49 -1.42 -0.10 0.436
H -1.64574 0.96295 -1.71749 0.62 0.03 0.08 0.245
H 1.69596 -0.77473 -0.39252 0.03 -0.52 0.26 0.239
H 2.61898 1.73853 0.79421 0.28 1.17 0.53 0.425
H -1.03445 -1.86390 1.50911 0.40 1.08 0.31 0.411
H 3.47275 0.46668 -0.00208 1.58 -0.13 -0.18 0.433
```
Positions in Å, forces in eV/Å.

6.
The following is a DFT calculation (ωB97M-V/def2-TZVPD) of 2 unconnected molecules or ions with the total composition C3H10NO2S.

## Properties
Charge ... +1
2S+1 ... 1
E_HOMO ... -0.4996 Ha
Kohn-Sham gap ... 9.629 eV

```
17
Properties=species:S:1:pos:R:3:forces:R:3:nbo_charge:R:1
S -0.29045 -0.22472 0.98085 -1.12 -3.03 0.00 1.025
O 1.04031 -0.75048 0.50984 1.93 1.05 -1.02 -0.976
O -2.98208 0.96371 0.56426 1.36 -0.69 -1.35 -0.703
N 3.48589 0.19044 -0.40008 2.10 -1.48 -0.19 -0.647
C -2.33250 0.37614 -0.60688 -1.14 0.60 -0.30 -0.105
C 2.53339 0.81702 0.15043 -0.91 -0.22 0.15 0.194
C -1.55220 -0.94330 -0.30893 0.09 4.59 1.70 -0.541
H -0.45002 -1.28275 1.89482 -0.79 1.23 -0.20 0.100
H -3.55866 0.29228 0.88753 -1.07 -0.59 0.65 0.464
H -1.06530 -1.20340 -1.23094 0.42 -1.02 0.14 0.262
H 3.53140 -0.21626 -1.31586 -0.53 0.92 -0.96 0.434
H 4.24787 -0.22461 0.11746 -0.35 -0.11 0.81 0.423
H -1.71665 1.24691 -0.91461 0.04 -0.95 -0.31 0.195
H 2.43742 0.86226 1.19265 0.70 0.40 1.31 0.228
H -3.06900 0.13420 -1.42820 0.54 0.50 0.82 0.198
H 1.93792 1.50162 -0.38606 -1.00 0.09 -0.96 0.212
H -2.19734 -1.53905 0.29371 -0.25 -1.29 -0.28 0.236
```
Positions in Å, forces in eV/Å.

In order of appearance, DFT total energy = -1280.12602; -357.12206; -354.26141; -2515.34818; -681.26747; -723.36544 hartree.
In order of appearance, energy above the lowest of the compared OMol25 structures with the same formula, charge and spin = 71.17; 447.93; 277.27; 34.83; 122.88; 302.54 kJ/mol.
In order of appearance, max |F| = 3.15; 2.31; 4.22; 3.04; 3.15; 4.89 eV/A.